# 1
{"formula": "C24H36AsCa3F12N2O22", "method": "the ωB97M-V functional and the def2-TZVPD basis", "elements": ["Ca", "Ca", "Ca", "As", "F", "F", "F", "F", "F", "F", "C", "O", "O", "C", "F", "F", "F", "C", "C", "H", "H", "H", "H", "H", "H", "C", "O", "O", "C", "F", "F", "F", "C", "C", "H", "H", "H", "H", "H", "H", "N", "O", "O", "O", "N", "O", "O", "O", "C", "C", "C", "O", "C", "O", "O", "H", "H", "H", "H", "H", "H", "C", "C", "C", "O", "C", "O", "O", "H", "H", "H", "H", "H", "H", "C", "C", "C", "O", "C", "O", "O", "H", "H", "H", "H", "H", "H", "C", "C", "C", "O", "C", "O", "O", "H", "H", "H", "H", "H", "H"], "positions_angstrom": [[4.92, 0.19, -0.72], [-3.41, 1.69, -2.00], [-0.13, -0.34, -4.28], [0.42, -0.22, -0.33], [2.13, -0.51, -0.15], [0.57, -0.34, -2.19], [-1.41, 0.19, -0.44], [0.05, -0.11, 1.44], [0.77, 1.60, -0.29], [0.10, -1.92, -0.25], [-3.18, -1.28, -3.06], [-4.44, -0.49, -3.01], [-2.21, -0.28, -2.98], [-3.05, -2.54, -2.10], [-2.08, -3.40, -2.52], [-2.80, -2.17, -0.84], [-4.21, -3.25, -1.96], [-5.68, -1.26, -3.26], [-6.74, -0.66, -4.09], [-6.96, 0.41, -4.14], [-6.53, -0.91, -5.13], [-7.60, -1.30, -3.95], [-6.07, -1.41, -2.26], [-5.52, -2.24, -3.72], [-3.18, -1.57, -4.11], [3.34, 3.21, 0.87], [2.62, 4.24, 0.06], [3.90, 2.43, -0.21], [4.35, 3.82, 2.06], [3.73, 4.22, 3.22], [5.42, 3.13, 2.63], [4.79, 4.97, 1.57], [1.47, 4.89, 0.66], [1.12, 6.13, -0.08], [1.96, 6.74, -0.40], [0.59, 5.97, -1.02], [0.56, 6.93, 0.42], [1.65, 5.36, 1.63], [0.63, 4.21, 0.75], [2.49, 2.62, 1.21], [-0.35, 3.00, -2.94], [0.53, 3.75, -2.55], [-1.45, 3.08, -2.44], [-0.10, 2.02, -3.65], [2.86, 0.39, -3.40], [2.90, 1.62, -3.30], [3.42, -0.36, -2.62], [2.17, -0.04, -4.29], [1.16, -5.59, -7.29], [0.89, -5.25, -5.81], [1.80, -5.63, -4.77], [1.76, -4.42, -3.86], [0.95, -3.52, -4.39], [0.38, -2.58, -3.88], [0.73, -3.90, -5.69], [1.25, -6.63, -7.59], [2.15, -5.25, -7.59], [0.36, -5.34, -7.99], [-0.08, -5.72, -5.67], [2.69, -5.90, -5.34], [1.63, -6.56, -4.22], [-1.71, 4.96, 4.29], [-1.40, 3.72, 3.46], [-2.20, 2.48, 3.71], [-2.88, 2.10, 2.60], [-2.59, 2.84, 1.60], [-2.86, 2.67, 0.40], [-1.74, 3.92, 2.11], [-1.68, 4.61, 5.33], [-2.78, 5.17, 4.31], [-1.12, 5.86, 4.12], [-0.33, 3.53, 3.48], [-2.81, 2.38, 4.60], [-1.58, 1.60, 3.87], [-0.57, -5.29, 3.68], [0.24, -3.95, 3.46], [-0.33, -2.96, 2.41], [-1.21, -2.24, 3.26], [-0.84, -2.24, 4.56], [-1.24, -1.48, 5.34], [0.11, -3.19, 4.71], [-0.48, -5.85, 2.75], [-1.59, -5.09, 4.01], [-0.26, -5.95, 4.50], [1.31, -4.05, 3.29], [-0.89, -3.48, 1.64], [0.51, -2.48, 1.91], [1.89, 2.01, 4.85], [2.88, 0.79, 4.59], [2.06, -0.45, 4.05], [2.67, -0.82, 2.81], [3.78, -0.04, 2.62], [4.39, -0.13, 1.57], [3.91, 0.86, 3.56], [1.67, 2.47, 3.88], [2.40, 2.79, 5.42], [0.87, 1.83, 5.20], [3.30, 0.52, 5.56], [1.05, -0.06, 4.05], [2.05, -1.32, 4.70]], "e_lumo_ha": -0.11687, "multiplicity": 1, "total_charge": 1, "total_energy_ha": -8167.74466}

# 2
{"formula": "C15H5F10O4S", "method": "the ωB97M-V functional and the def2-TZVPD basis", "elements": ["F", "C", "C", "F", "C", "O", "C", "F", "C", "F", "C", "O", "F", "C", "F", "F", "S", "C", "C", "C", "C", "C", "C", "F", "F", "F", "C", "C", "O", "O", "H", "H", "H", "H", "H"], "positions_angstrom": [[-1.88, 0.40, 3.21], [-0.85, -0.41, 2.91], [-1.00, -1.75, 2.90], [-2.20, -2.33, 3.09], [0.13, -2.67, 2.72], [0.01, -3.90, 2.81], [1.41, -2.01, 2.45], [2.48, -2.82, 2.37], [1.51, -0.67, 2.30], [2.66, -0.11, 1.87], [0.42, 0.25, 2.63], [0.58, 1.48, 2.70], [-1.84, 5.14, 0.79], [-0.78, 4.33, 0.60], [0.09, 4.93, -0.25], [-0.16, 4.13, 1.78], [-1.39, 2.71, -0.11], [0.02, 1.69, 0.01], [0.10, 0.59, -0.88], [-1.04, -0.17, -1.27], [-0.92, -1.19, -2.19], [0.33, -1.46, -2.76], [0.43, -2.52, -3.82], [1.45, -2.26, -4.69], [0.67, -3.76, -3.28], [-0.71, -2.62, -4.57], [1.47, -0.77, -2.37], [1.37, 0.21, -1.41], [-2.42, 2.28, 0.81], [-1.69, 2.98, -1.49], [0.90, 2.17, 0.41], [-2.02, 0.07, -0.85], [-1.80, -1.76, -2.49], [2.44, -0.98, -2.84], [2.22, 0.79, -1.07]], "e_lumo_ha": 0.00053, "multiplicity": 1, "total_charge": -1, "total_energy_ha": -2272.39816}

# 3
{"formula": "C34H35N2", "method": "the ωB97M-V functional and the def2-TZVPD basis", "elements": ["C", "C", "N", "C", "C", "C", "C", "C", "C", "C", "C", "C", "C", "C", "C", "C", "C", "C", "H", "H", "H", "H", "H", "H", "H", "H", "H", "H", "H", "H", "H", "H", "H", "H", "C", "C", "C", "C", "C", "C", "C", "C", "C", "C", "C", "C", "C", "C", "C", "N", "C", "C", "H", "H", "H", "H", "H", "H", "H", "H", "H", "H", "H", "H", "H", "H", "H", "H", "H", "H", "H"], "positions_angstrom": [[-2.87, 3.17, 0.68], [-2.01, 2.45, 1.64], [-2.19, 2.84, 2.94], [-3.13, 3.85, 3.41], [-1.35, 2.12, 3.77], [-0.62, 1.21, 2.96], [0.31, 0.41, 3.64], [0.57, 0.66, 5.00], [-0.08, 1.68, 5.72], [-1.13, 2.38, 5.12], [-1.03, 1.43, 1.58], [-0.44, 0.91, 0.29], [0.11, 1.99, -0.62], [0.73, 3.10, -0.06], [1.58, 3.86, -0.87], [1.84, 3.47, -2.19], [1.10, 2.43, -2.78], [0.12, 1.81, -2.02], [-2.68, 2.85, -0.34], [-3.93, 3.01, 0.93], [-2.71, 4.26, 0.73], [-2.99, 4.00, 4.49], [-2.99, 4.81, 2.90], [-4.18, 3.51, 3.25], [0.81, -0.43, 3.14], [1.31, 0.05, 5.53], [0.19, 1.91, 6.75], [-1.74, 3.11, 5.64], [-1.27, 0.45, -0.26], [0.62, 3.32, 1.01], [2.08, 4.74, -0.45], [2.59, 3.99, -2.78], [1.30, 2.09, -3.80], [-0.53, 1.04, -2.47], [2.18, -4.81, -4.38], [1.77, -5.35, -3.16], [1.38, -4.51, -2.12], [1.31, -3.12, -2.28], [0.73, -2.37, -1.06], [-0.75, -2.58, -0.97], [-1.35, -3.10, 0.17], [-2.75, -3.18, 0.20], [-3.49, -2.76, -0.90], [-2.87, -2.29, -2.06], [-1.48, -2.20, -2.10], [0.94, -0.85, -1.01], [2.43, -0.63, -1.23], [2.97, 0.32, -0.17], [1.98, 0.26, 0.99], [0.58, -0.20, 0.39], [1.72, -2.57, -3.50], [2.18, -3.41, -4.53], [2.49, -5.47, -5.20], [1.75, -6.43, -3.01], [1.09, -4.93, -1.15], [1.24, -2.76, -0.16], [-0.72, -3.49, 0.98], [-3.22, -3.58, 1.10], [-4.57, -2.83, -0.87], [-3.42, -2.00, -2.95], [-0.94, -1.90, -3.01], [0.27, -0.37, -1.72], [2.90, -1.61, -1.08], [2.65, -0.34, -2.26], [3.99, -0.03, 0.11], [3.05, 1.35, -0.57], [2.29, -0.53, 1.68], [1.82, 1.21, 1.51], [0.22, -0.95, 1.03], [1.69, -1.50, -3.70], [2.54, -2.99, -5.47]], "e_lumo_ha": -0.07971, "multiplicity": 1, "total_charge": 1, "total_energy_ha": -1425.88483, "smiles": "Cc1c([C@@H](c2ccccc2)[N@@H+]2CCC[C@H]2C(c2ccccc2)c2ccccc2)c2ccccc2n1C"}

# 4
{"formula": "C18H27CdCl5N5O", "method": "the ωB97M-V functional and the def2-TZVPD basis", "elements": ["Cd", "N", "C", "C", "N", "C", "C", "N", "H", "H", "H", "H", "H", "H", "H", "H", "H", "H", "H", "H", "H", "Cl", "C", "C", "C", "Cl", "C", "Cl", "C", "Cl", "C", "Cl", "O", "C", "C", "C", "C", "C", "C", "N", "H", "H", "H", "H", "H", "H", "H", "H", "H", "H", "H", "C", "C", "N", "H", "H", "H"], "positions_angstrom": [[0.41, 0.04, 1.09], [2.54, -0.79, 1.27], [2.95, -0.79, 2.69], [2.51, 0.49, 3.40], [1.07, 0.71, 3.27], [0.19, -0.05, 4.16], [-1.26, 0.15, 3.73], [-1.46, -0.32, 2.34], [2.68, -1.70, 0.85], [3.11, -0.13, 0.74], [4.03, -0.91, 2.80], [2.48, -1.66, 3.16], [3.01, 1.34, 2.94], [2.83, 0.44, 4.44], [0.86, 1.71, 3.36], [0.31, 0.23, 5.20], [0.45, -1.11, 4.08], [-1.50, 1.22, 3.75], [-1.93, -0.35, 4.42], [-2.25, 0.15, 1.89], [-1.66, -1.31, 2.30], [0.24, 3.78, 2.17], [-0.91, 2.98, 1.17], [-0.45, 2.23, 0.07], [-1.36, 1.59, -0.77], [-0.32, 0.56, -2.11], [-2.72, 1.79, -0.62], [-3.88, 1.31, -1.80], [-3.18, 2.48, 0.50], [-4.87, 2.69, 0.77], [-2.27, 3.06, 1.40], [-2.84, 3.91, 2.78], [-0.61, -2.10, 0.04], [-1.12, -2.15, -1.09], [-0.49, -3.08, -2.09], [0.97, -2.69, -2.37], [1.17, -1.63, -3.46], [0.64, -0.24, -3.40], [-1.61, -0.52, -2.51], [-2.17, -1.24, -1.44], [-1.06, -3.13, -3.02], [-0.50, -4.06, -1.61], [1.50, -3.57, -2.72], [1.43, -2.40, -1.42], [0.76, -2.07, -4.38], [2.25, -1.57, -3.66], [-0.62, 1.56, -2.98], [2.09, 1.27, -1.84], [-1.87, -0.55, -3.56], [-0.05, -0.42, -1.16], [-3.06, -1.68, -1.67], [0.83, 0.59, -4.63], [1.14, 1.47, -1.36], [0.92, 2.05, -0.19], [0.47, 0.06, -5.52], [1.89, 0.81, -4.80], [0.30, 1.55, -4.59]], "e_lumo_ha": [-0.10434, -0.10218], "multiplicity": 1, "total_charge": 1, "total_energy_ha": -3519.01317}

# 5
{"formula": "C7H19BrNO3", "method": "the ωB97M-V functional and the def2-TZVPD basis", "elements": ["Br", "C", "O", "C", "C", "N", "C", "C", "O", "C", "H", "H", "H", "H", "H", "H", "H", "H", "H", "H", "H", "H", "H", "H", "H", "C", "O", "H", "H", "H", "H"], "positions_angstrom": [[2.84, 1.17, 2.91], [-1.19, -1.02, 2.27], [-1.69, -0.62, 1.01], [-1.06, 0.55, 0.51], [0.37, 0.27, 0.05], [0.55, -0.96, -0.73], [-0.23, -0.97, -1.96], [-0.06, -2.31, -2.66], [-0.56, -3.41, -1.92], [-1.92, -3.29, -1.55], [-1.25, -2.10, 2.39], [-1.78, -0.60, 3.10], [-0.16, -0.72, 2.46], [-1.05, 1.34, 1.27], [-1.70, 0.89, -0.31], [0.99, 0.19, 0.95], [0.80, 1.10, -0.51], [0.17, -1.72, -0.18], [0.07, -0.17, -2.65], [-1.29, -0.79, -1.74], [1.01, -2.49, -2.77], [-0.55, -2.29, -3.64], [-2.27, -4.27, -1.27], [-2.52, -2.89, -2.39], [-2.06, -2.57, -0.73], [2.49, 4.96, 1.26], [1.78, 3.76, 1.17], [2.72, 5.22, 2.30], [3.47, 4.87, 0.76], [1.91, 5.77, 0.83], [2.18, 3.11, 1.79]], "e_lumo_ha": 0.11198, "multiplicity": 1, "total_charge": -1, "total_energy_ha": -3132.63224}

# 6
{"formula": "C4H13N3O", "method": "the ωB97M-V functional and the def2-TZVPD basis", "elements": ["C", "N", "C", "N", "C", "C", "O", "N", "H", "H", "H", "H", "H", "H", "H", "H", "H", "H", "H", "H", "H"], "positions_angstrom": [[0.23, 0.67, 0.45], [0.09, 1.38, -0.85], [-1.24, 1.15, -1.49], [-2.13, 2.08, -0.87], [0.77, -0.79, 0.15], [0.06, -1.73, 1.13], [0.70, -2.99, 0.95], [2.16, -0.64, 0.49], [0.96, 1.30, 0.95], [-0.57, 0.67, 1.06], [0.99, 1.54, -1.49], [-1.31, 1.35, -2.60], [-1.49, 0.07, -1.01], [-1.87, 3.05, -1.04], [-2.37, 1.79, 0.01], [0.59, -1.02, -0.95], [0.31, -1.41, 2.26], [-1.00, -1.70, 0.71], [0.28, -3.43, 0.28], [2.65, -1.42, 0.58], [2.20, 0.09, 1.26]], "e_lumo_ha": 0.03322, "multiplicity": 1, "total_charge": 0, "total_energy_ha": -399.59042, "smiles": "NCNC[C@@H](N)CO"}

# 7
{"formula": "C2H4N4S", "method": "the ωB97M-V functional and the def2-TZVPD basis", "elements": ["C", "C", "N", "N", "N", "N", "S", "H", "H", "H", "H"], "positions_angstrom": [[0.78, 1.14, -1.08], [0.30, -0.03, -1.65], [0.44, 1.05, 0.24], [-0.34, -0.73, -0.66], [-0.21, -0.09, 0.46], [-0.35, -0.25, 1.72], [-1.47, -1.50, 2.24], [1.50, 1.78, -1.30], [0.02, -0.29, -2.59], [0.58, 1.35, 1.34], [-1.24, -2.42, 1.29]], "e_lumo_ha": 0.03139, "multiplicity": 1, "total_charge": 0, "total_energy_ha": -695.64401}

# 8
{"formula": "C64H45CdF6N8O5S", "method": "the ωB97M-V functional and the def2-TZVPD basis", "elements": ["Cd", "C", "O", "C", "C", "C", "C", "C", "C", "C", "C", "C", "C", "C", "N", "C", "C", "C", "C", "C", "C", "C", "C", "C", "C", "O", "C", "C", "C", "C", "N", "C", "C", "C", "C", "C", "C", "O", "C", "C", "C", "C", "C", "C", "C", "N", "C", "C", "N", "C", "C", "C", "C", "O", "C", "C", "C", "H", "H", "H", "H", "H", "H", "H", "H", "H", "H", "H", "H", "H", "H", "H", "H", "H", "H", "H", "H", "H", "H", "H", "H", "H", "H", "H", "H", "H", "H", "H", "H", "H", "H", "H", "H", "S", "N", "C", "C", "C", "C", "C", "N", "C", "C", "N", "C", "C", "C", "C", "C", "N", "H", "H", "H", "H", "H", "H", "C", "C", "O", "C", "F", "F", "F", "C", "F", "F", "F", "H", "H", "H"], "positions_angstrom": [[0.74, 0.15, 0.40], [-1.40, 5.24, 8.68], [-0.51, 4.18, 8.42], [-0.53, 3.65, 7.16], [-1.31, 4.12, 6.12], [-1.24, 3.51, 4.87], [-0.41, 2.42, 4.64], [0.37, 1.96, 5.71], [0.32, 2.56, 6.95], [-0.31, 1.76, 3.31], [-0.86, 0.47, 3.23], [-1.62, -0.16, 4.28], [-1.96, -1.40, 3.84], [-1.40, -1.55, 2.51], [-0.75, -0.40, 2.17], [-1.58, -2.72, 1.69], [-1.15, -2.69, 0.34], [-1.64, -3.44, -0.83], [-1.63, -2.89, -2.06], [-1.27, -1.41, -2.12], [-0.58, -0.73, -3.31], [-0.66, -1.26, -4.69], [-1.35, -0.58, -5.69], [-1.44, -1.08, -6.98], [-0.83, -2.29, -7.30], [-0.88, -2.87, -8.54], [-1.83, -2.37, -9.44], [-0.10, -2.96, -6.33], [-0.02, -2.45, -5.04], [0.23, 0.37, -3.04], [0.51, 0.95, -1.82], [1.11, 2.16, -2.05], [1.43, 3.13, -1.11], [2.10, 4.37, -1.61], [3.48, 4.55, -1.45], [4.10, 5.71, -1.88], [3.36, 6.72, -2.48], [4.05, 7.83, -2.87], [3.32, 8.88, -3.44], [1.99, 6.55, -2.65], [1.38, 5.38, -2.21], [1.12, 3.13, 0.30], [1.28, 4.24, 1.18], [0.79, 3.86, 2.41], [0.33, 2.52, 2.28], [0.56, 2.10, 1.00], [1.34, 2.30, -3.49], [0.83, 1.21, -4.09], [-0.23, -1.80, 0.07], [-2.36, -3.87, 2.21], [-1.72, -4.95, 2.83], [-2.44, -6.03, 3.31], [-3.82, -6.06, 3.20], [-4.45, -7.17, 3.70], [-5.85, -7.24, 3.54], [-4.48, -4.99, 2.60], [-3.74, -3.91, 2.12], [-1.25, 5.51, 9.72], [-2.44, 4.95, 8.52], [-1.18, 6.11, 8.05], [-1.98, 4.96, 6.26], [-1.86, 3.88, 4.06], [1.02, 1.11, 5.54], [0.92, 2.21, 7.77], [-1.90, 0.30, 5.22], [-2.55, -2.15, 4.35], [-1.92, -4.48, -0.69], [-1.83, -3.45, -2.96], [-1.83, 0.36, -5.45], [-2.01, -0.54, -7.73], [-1.83, -3.04, -10.30], [-1.59, -1.36, -9.79], [-2.83, -2.36, -8.99], [0.39, -3.89, -6.59], [0.55, -2.98, -4.29], [4.06, 3.77, -0.97], [5.17, 5.85, -1.77], [4.04, 9.66, -3.69], [2.58, 9.29, -2.75], [2.80, 8.56, -4.36], [1.38, 7.33, -3.11], [0.31, 5.25, -2.34], [1.69, 5.20, 0.91], [0.75, 4.46, 3.30], [1.84, 3.13, -3.96], [0.79, 0.98, -5.14], [-0.64, -4.94, 2.92], [-1.94, -6.87, 3.79], [-6.15, -8.20, 3.95], [-6.13, -7.20, 2.48], [-6.36, -6.44, 4.08], [-5.56, -4.98, 2.50], [-4.27, -3.09, 1.66], [7.12, -4.77, 0.53], [5.86, -4.61, 1.55], [5.18, -3.56, 1.15], [4.00, -3.03, 1.78], [3.45, -3.58, 2.94], [2.35, -2.98, 3.51], [1.82, -1.85, 2.89], [2.30, -1.33, 1.77], [3.38, -1.90, 1.21], [3.89, -1.31, -0.02], [3.19, -0.31, -0.57], [3.65, 0.26, -1.67], [4.85, -0.11, -2.28], [5.56, -1.16, -1.76], [5.08, -1.79, -0.61], [5.72, -2.93, -0.02], [6.82, -3.52, -0.47], [3.91, -4.46, 3.38], [1.90, -3.36, 4.41], [0.97, -1.34, 3.32], [3.05, 1.05, -2.08], [5.19, 0.42, -3.17], [6.48, -1.52, -2.20], [-3.31, -0.90, -0.33], [-2.73, -0.62, -1.73], [-0.15, -1.37, -1.25], [-2.82, 0.93, -1.78], [-2.09, 1.49, -0.81], [-4.09, 1.34, -1.50], [-2.52, 1.52, -2.95], [-3.78, -1.20, -2.75], [-3.24, -1.78, -3.84], [-4.64, -0.28, -3.23], [-4.55, -2.16, -2.18], [-2.67, -0.48, 0.43], [-3.42, -1.96, -0.16], [-4.29, -0.45, -0.25]], "e_lumo_ha": [0.04228, 0.04228], "multiplicity": 1, "total_charge": -1, "total_energy_ha": -4445.21234}

Copy entry 7 word for word.
{"formula": "C2H4N4S", "method": "the ωB97M-V functional and the def2-TZVPD basis", "elements": ["C", "C", "N", "N", "N", "N", "S", "H", "H", "H", "H"], "positions_angstrom": [[0.78, 1.14, -1.08], [0.30, -0.03, -1.65], [0.44, 1.05, 0.24], [-0.34, -0.73, -0.66], [-0.21, -0.09, 0.46], [-0.35, -0.25, 1.72], [-1.47, -1.50, 2.24], [1.50, 1.78, -1.30], [0.02, -0.29, -2.59], [0.58, 1.35, 1.34], [-1.24, -2.42, 1.29]], "e_lumo_ha": 0.03139, "multiplicity": 1, "total_charge": 0, "total_energy_ha": -695.64401}